Entry from OMol25: a cluster of 2 separate species, C6H12N2 in total at a distorted geometry (wB97M-V/def2-TZVPD).

Structure (XYZ):
```
20
Properties=species:S:1:pos:R:3:forces:R:3
C 0.003062 -0.665355 -1.812088 -2.9 6.3 0.3
C 1.268492 0.026394 -1.621681 4.0 -1.3 0.9
C 2.403798 -0.489556 -0.944566 -2.7 4.5 -2.0
N 3.350451 0.477367 -0.960718 2.2 2.4 -0.9
C 2.850844 1.456222 -1.793387 -0.1 -0.9 0.1
N 1.663980 1.186976 -2.243241 -1.2 -0.1 0.7
H -0.380564 -0.134325 -2.727804 -0.1 -1.2 0.5
H -0.777357 -0.380213 -0.993400 1.4 -0.6 -1.2
H 0.066429 -1.647831 -1.875380 0.3 -4.5 -0.5
H 2.542306 -1.330718 -0.482836 0.6 -4.6 2.7
H 4.328517 0.620759 -0.555838 -2.3 -1.1 -0.7
H 3.385612 2.253316 -2.209952 1.1 1.0 0.1
C -2.095764 0.364706 2.229415 2.5 -0.2 -0.3
C -3.072788 -0.756898 2.412179 -3.2 1.7 -4.0
H -2.349078 1.070350 1.431599 -0.2 -0.4 0.0
H -1.846352 0.992664 3.091601 -0.6 -0.3 0.3
H -1.116777 -0.068571 1.983418 0.1 0.3 -0.3
H -4.035492 -0.123042 2.359198 0.6 -1.8 0.7
H -3.191929 -1.469150 1.485340 0.6 1.5 1.5
H -2.997388 -1.383089 3.228139 0.2 -0.9 2.0
```
Forces are in eV/Å.

Calculated values
SMILES: Cc1c[nH]cn1.CC
net charge: 0
LUMO level: 0.882 eV

***

Entry from OMol25: a cluster of 3 separate species, C6H12N2 in total at a distorted geometry (wB97M-V/def2-TZVPD).

Structure (XYZ):
```
20
Properties=species:S:1:pos:R:3:forces:R:3
C 1.201028 1.679396 -0.532693 -2.0 -2.2 0.8
C 0.121431 0.703398 -0.102899 2.8 -3.1 -1.3
C -1.126845 0.954111 0.609114 -4.4 0.1 0.7
C -2.100393 -0.335262 0.090371 -3.5 1.1 2.6
C -0.018995 -0.751185 -0.773090 -5.1 3.6 4.0
C 0.763685 -0.834496 0.439444 4.0 0.9 -4.5
H 1.451357 2.353956 0.277119 0.5 0.1 -0.2
H 0.861189 2.115400 -1.429792 0.2 0.9 -1.1
H 2.039432 0.940769 -0.900841 0.0 1.3 0.3
H -1.009712 0.799570 1.731669 -0.4 0.7 -1.3
H -1.839072 2.006138 0.379148 2.6 -2.9 0.6
H -3.001626 -0.067494 -0.543416 0.6 0.9 1.5
H -2.587554 -0.870786 1.091716 1.4 1.2 -2.5
H -1.328694 -2.295716 -0.313190 -0.9 3.9 -2.3
H 0.504201 -1.043842 -1.498401 3.9 -1.8 -6.5
H 0.231301 -1.146790 1.186757 -2.3 -1.7 5.0
H 2.684891 -1.597706 1.815376 -0.9 0.6 -4.0
H 2.513274 0.058747 -0.770383 0.3 -3.2 1.9
N -1.478379 -1.190582 -0.869718 4.6 -4.5 2.9
N 2.119485 -1.477633 0.113703 -1.4 4.0 3.5
```
Forces are in eV/Å.

Calculated values
net charge: 0
LUMO level: -0.632 eV

***

Entry from OMol25: the molecule C6H12N2 at a distorted geometry (wB97M-V/def2-TZVPD).

Structure (XYZ):
```
20
Properties=species:S:1:pos:R:3:forces:R:3
C 0.153406 0.768424 0.177807 -0.1 -0.2 1.6
C 0.775144 0.145187 -0.985281 4.3 -0.6 -2.5
C 1.048913 -1.397629 -0.996693 -2.8 0.2 -0.9
C -0.355022 -2.079869 -1.122100 0.5 0.6 0.9
C 0.123302 2.246419 0.162833 -0.8 0.9 2.7
C -1.047177 -0.025435 2.222818 -0.1 1.0 -0.1
N -1.103188 -2.079157 0.039493 -0.4 0.2 0.4
N -0.214872 -0.006636 1.086419 0.5 -1.3 -1.3
H 0.207349 0.468760 -1.900908 0.6 -0.4 0.6
H 1.889550 0.552397 -1.124229 -2.3 -0.1 0.2
H 1.526204 -1.828269 -1.893085 0.5 1.0 0.3
H 1.470213 -1.820450 -0.113527 0.7 0.2 0.7
H -0.857849 -1.686180 -1.991124 -0.5 0.4 -0.6
H -0.174635 -3.105861 -1.296668 0.3 -1.7 -0.5
H -0.115659 2.672210 1.244693 0.2 -0.7 -2.5
H -0.549942 2.571296 -0.599959 -0.7 0.6 -0.3
H 1.093038 2.588831 -0.126160 0.7 0.4 -0.1
H -1.240245 -1.108925 2.246729 -1.6 0.6 0.4
H -1.876370 0.786213 2.148539 1.0 -1.8 0.6
H -0.401114 0.083954 3.086164 -0.1 0.7 0.5
```
Forces are in eV/Å.

Calculated values
net charge: 0
LUMO level (spin up / spin down): 0.312 / 0.486 eV

***

Entry from OMol25: a structure of composition C6H12N2 at a distorted geometry (wB97M-V/def2-TZVPD).

Structure (XYZ):
```
20
Properties=species:S:1:pos:R:3:forces:R:3
C 0.476073 0.662997 -0.024434 -0.9 0.4 -1.4
C -0.520548 -1.406141 0.869149 -0.9 -0.7 0.1
C 0.086619 1.421442 1.231824 -0.1 -0.2 0.1
C 1.856639 0.028543 -0.012460 -0.2 -0.2 0.1
N -1.770538 -0.980294 0.652485 1.3 1.2 -0.2
C -0.619766 -0.242711 -2.415334 0.0 0.1 -0.2
N -2.047394 -0.247177 -0.423294 -1.2 -0.8 0.1
C -0.980461 -0.026384 -1.162752 2.0 -0.1 1.7
H -2.413142 -0.837693 1.421162 0.0 -0.1 -0.1
H 0.509299 1.413995 -0.819951 0.2 0.1 0.1
H -0.276249 -1.706986 1.877813 -0.1 -0.1 0.1
H -0.004693 -1.904499 0.064151 0.1 0.4 -0.2
H 0.650162 2.357041 1.308186 0.0 0.0 0.0
H 2.004819 -0.600524 -0.892789 0.0 0.0 0.0
H 2.634532 0.800092 -0.027332 -0.1 0.0 -0.1
H 0.286142 0.848054 2.140898 0.0 0.0 0.0
H -0.973797 1.683356 1.218607 0.0 0.0 0.0
H 2.033292 -0.575710 0.880325 -0.1 -0.1 0.0
H 0.265054 0.216602 -2.837604 0.1 -0.1 0.1
H -1.196044 -0.904003 -3.048650 -0.2 0.2 -0.1
```
Forces are in eV/Å.

Calculated values
net charge: 0
LUMO level (spin up / spin down): 0.664 / 0.664 eV

***

Entry from OMol25: a cluster of 2 separate species, C6H12N2 in total at a distorted geometry (wB97M-V/def2-TZVPD).

Structure (XYZ):
```
20
Properties=species:S:1:pos:R:3:forces:R:3
C -1.755438 0.454456 0.005891 1.5 2.0 -0.6
C -1.290641 -0.905908 0.282209 1.5 -0.8 -0.4
C -0.814451 -1.154705 1.687705 -0.2 -0.2 0.0
N -0.998700 -1.796983 -0.598435 -0.9 -0.1 0.4
H -2.381726 0.864407 0.795068 0.2 0.2 0.1
H -2.283431 0.556484 -0.940677 0.0 -0.1 -0.1
H -0.675257 1.156458 -0.095092 -3.2 -1.8 0.5
H -0.286093 -2.102686 1.744846 0.0 0.0 0.0
H -1.671986 -1.181841 2.364030 0.0 0.0 0.1
H -0.150693 -0.357375 2.020063 0.0 0.1 0.0
H -1.385069 -1.578755 -1.517718 0.1 0.3 0.0
C 1.291358 2.698253 0.207211 -0.3 0.2 0.1
C 0.934659 1.676788 -0.329693 2.8 -1.6 -1.8
C 1.513855 0.343434 -1.261534 -2.0 2.3 1.0
N 1.689015 -0.789513 -0.485599 -0.1 -0.9 -0.2
H 1.525716 3.628714 0.649092 -0.1 0.3 0.3
H 2.393226 0.735615 -1.783120 -0.3 0.1 0.3
H 0.673167 0.234129 -1.941132 0.3 -0.2 -0.3
H 2.603557 -0.893415 -0.070189 -0.4 -0.5 -0.2
H 1.068933 -1.587559 -0.732927 1.0 0.7 0.8
```
Forces are in eV/Å.

Calculated values
SMILES: CC(C)=N.C#CCN
net charge: 0
LUMO level: 0.767 eV

***

Entry from OMol25: a cluster of 2 separate species, C6H12N2 in total at a distorted geometry (wB97M-V/def2-TZVPD).

Structure (XYZ):
```
20
Properties=species:S:1:pos:R:3:forces:R:3
C 0.015372 0.497676 1.721725 1.1 0.4 0.1
C 1.107324 -0.088426 0.897281 0.7 -1.2 -1.2
C 1.674684 -1.333146 1.052565 -0.3 0.8 0.4
N 2.762828 -1.402035 0.199825 0.2 0.0 0.3
C 2.780963 -0.212118 -0.459921 -0.3 0.5 -0.5
N 1.779837 0.554124 -0.145977 -0.4 0.3 1.0
H -0.107261 1.555791 1.503812 -0.4 -0.1 -0.5
H 0.463557 0.520564 2.721105 -0.8 -0.3 0.3
H -0.891355 -0.090508 1.627917 -0.2 0.2 0.3
H 1.381338 -2.154273 1.683435 0.2 0.0 0.1
H 3.603408 -1.880284 0.502008 -0.2 -0.2 -0.6
H 3.465406 0.094410 -1.233814 0.4 -0.4 0.1
C -2.503819 -0.221692 -1.403313 -0.5 -0.7 1.5
C -2.025976 1.186865 -1.163933 1.1 1.5 -1.3
H -2.618595 -0.616785 -0.380489 -0.4 -0.2 -0.3
H -3.472476 -0.305983 -1.896799 0.1 0.1 0.0
H -1.827126 -0.961252 -1.817146 0.4 0.5 -0.6
H -2.496487 1.671916 -0.310261 0.2 -0.3 0.2
H -2.159043 1.919813 -1.975977 -0.6 -0.5 -0.2
H -0.932577 1.265345 -1.122043 -0.1 -0.4 0.8
```
Forces are in eV/Å.

Calculated values
SMILES: Cc1c[nH]cn1.CC
net charge: 0
LUMO level: 0.950 eV

***

Entry from OMol25: the molecule C6H12N2 at a distorted geometry (wB97M-V/def2-TZVPD).

Structure (XYZ):
```
20
Properties=species:S:1:pos:R:3:forces:R:3
H 2.334884 1.434794 0.188844 -0.1 0.5 -0.1
N 2.033033 1.912499 -0.672447 -1.7 -0.5 -0.4
C 0.742964 1.960986 -0.707619 1.5 1.1 1.6
C -0.170917 1.590053 0.499208 1.1 -0.1 -1.6
C -0.538038 0.195275 0.066082 -0.5 -1.3 1.2
C -1.854972 0.095860 -0.665324 0.0 -0.3 -0.2
C 0.228550 -0.888247 0.375567 -1.5 0.8 -1.5
C 0.020962 -2.243891 -0.254545 -0.1 0.1 0.0
N 1.335968 -0.781001 1.198090 0.7 -0.1 0.9
H 0.243592 2.387859 -1.591455 0.2 -0.3 0.2
H -1.025917 2.270231 0.520771 0.1 -0.2 0.2
H 0.409117 1.643415 1.422987 -0.1 0.1 -0.1
H -1.716463 0.273814 -1.735257 -0.2 0.0 -0.1
H -2.337707 -0.876235 -0.532612 0.2 0.0 -0.1
H -2.573687 0.833099 -0.291081 0.2 0.0 -0.1
H -0.453426 -2.924081 0.459002 0.1 -0.1 -0.1
H -0.587066 -2.209491 -1.162074 0.0 0.1 0.2
H 0.985916 -2.670585 -0.555648 -0.1 0.1 0.2
H 1.106039 -0.339865 2.087067 0.3 -0.1 -0.2
H 1.817170 -1.664491 1.350445 -0.2 0.4 0.0
```
Forces are in eV/Å.

Calculated values
SMILES: [H]/N=C\C/C(C)=C(/C)N
net charge: 0
LUMO level: 0.900 eV

***

Entry from OMol25: the molecule C6H12N2 at a distorted geometry (wB97M-V/def2-TZVPD).

Structure (XYZ):
```
20
Properties=species:S:1:pos:R:3:forces:R:3
C -1.065004 1.621102 -1.090734 -2.6 0.4 2.6
C -1.139465 0.060294 -1.267945 0.5 4.3 -2.3
C -2.279036 -0.695230 -0.686454 -2.1 2.7 0.7
N 0.184350 -0.335680 -1.173801 5.2 -1.5 6.6
C 0.836433 -0.018769 -0.017577 -3.6 -0.8 -2.6
N 2.019660 -0.664478 0.356540 0.1 -1.1 -3.5
C 2.676616 0.012897 1.332696 -6.7 -0.5 4.1
C 1.902694 -1.338755 1.635733 -1.4 1.4 0.4
H -1.737074 1.580614 0.054471 2.6 1.6 -2.9
H -1.784011 2.077038 -1.839067 0.9 -0.1 1.0
H 0.047160 2.076583 -1.210179 -3.1 -1.0 0.8
H -1.263796 0.068467 -2.328575 -0.8 -0.9 -1.0
H -2.193163 -1.609553 -1.139587 -0.7 -2.5 -1.3
H -3.272372 -0.089870 -0.935058 2.0 -1.6 0.2
H -2.351246 -0.913911 0.371850 0.6 0.5 0.5
H 0.479039 0.716260 0.904980 0.2 -1.6 -2.5
H 3.622329 0.152734 1.371661 6.4 0.2 0.0
H 2.115845 0.813084 1.843398 0.3 0.1 -0.4
H 0.755456 -1.257858 1.894647 2.6 -0.2 0.6
H 2.445583 -2.254967 1.923002 -0.4 0.5 -0.9
```
Forces are in eV/Å.

Calculated values
SMILES: CC(C)/N=C/N1CC1
net charge: 0
LUMO level: 0.884 eV

***

What did we get for energy relative to the best compared isomer or geometry (same formula, charge and spin)? Answer: 39.2 295.0 133.2 110.2 95.7 15.4 26.6 142.1 kcal per mole, in the order shown.
What did we get for E_tot? Answer: -345.2654 -344.8578 -345.1156 -345.1523 -345.1754 -345.3033 -345.2854 -345.1014 a.u., in the order shown.